[1]
Below is a single CH2BrNSi molecule, with properties calculated with ωB97M-V with the def2-TZVPD basis set.

```
6
Properties=species:S:1:pos:R:3:forces:R:3
C 0.469522 -2.089218 -1.425573 -1.686 2.198 2.294
N -0.079859 -1.337218 -0.654342 1.410 0.973 -0.269
Si -0.125604 0.570988 0.394350 3.216 -2.750 -2.549
Br -2.180886 1.253388 0.333256 0.430 0.029 -0.010
H 0.683650 0.512985 1.612022 -1.174 -0.610 0.957
H 1.233177 1.089075 -0.259713 -2.196 0.160 -0.423
```
Forces are in eV/Å.

frontier orbital gap	10.24	eV
HOMO energy	-10.70	eV
LUMO level	-0.017	hartree
relative energy (zero: lowest compared OMol25 entry of this formula, charge and spin)	40.9	kcal per mole

=====

[2]
Below is a molecular structure, C17H31MgN2O2P2, with properties calculated with ωB97M-V with the def2-TZVPD basis set.

```
55
Properties=species:S:1:pos:R:3:forces:R:3
Mg 0.028469 0.678352 0.027432 -0.282 1.056 0.785
P 2.460726 0.706320 0.408409 1.073 0.168 0.196
C 2.822459 -0.901450 -0.385930 0.210 -0.141 -0.327
C 1.617973 -1.813610 -0.617467 0.120 -0.096 0.121
N 0.330067 -1.395899 -0.491800 0.104 -0.337 -0.577
C -0.666122 -2.278287 -0.767817 0.309 -0.472 0.255
C -0.405125 -3.624183 -1.051620 -0.268 0.631 -0.336
C 0.916267 -4.060299 -1.139647 0.101 0.358 0.010
C 1.931765 -3.132672 -0.939222 -0.305 -0.333 0.158
C -2.131194 -1.851030 -0.667437 0.115 -0.036 0.314
P -2.694476 -0.385956 -1.598058 -0.176 0.568 -0.583
H 2.987798 -3.405955 -0.965501 -0.390 -0.048 -0.148
H -1.256997 -4.275548 -1.263341 0.455 0.061 0.160
H 1.149298 -5.093115 -1.379363 -0.065 0.119 0.071
H -2.749422 -2.676128 -1.056544 0.108 0.260 0.135
H -2.442517 -1.697277 0.384850 0.286 -0.035 -0.454
H 3.374262 -0.719556 -1.329370 -0.491 -0.201 0.203
H 3.537676 -1.417904 0.276458 -0.292 -0.053 -0.378
H 1.621979 0.909546 -3.255964 -0.223 0.317 0.136
O 2.265715 0.575816 -3.890341 -0.392 -1.017 0.077
H 1.905955 -0.311442 -4.100196 0.454 0.736 -0.022
H -1.821367 0.783013 -1.681707 0.424 -0.378 0.715
O -0.266079 1.598106 -1.602659 -0.323 -0.010 -0.499
H -0.315177 2.516979 -1.898999 0.107 -0.420 0.275
C -2.768679 -0.786573 -3.343258 -0.080 -0.204 -0.087
H -3.496469 -1.585431 -3.544922 0.270 0.244 -0.049
H -3.039763 0.137031 -3.878368 0.093 -0.400 0.074
H -1.753917 -1.093205 -3.632431 -0.315 0.054 -0.139
C -4.329730 0.095164 -1.019644 -0.426 -0.070 0.197
H -4.492664 1.165666 -1.238909 0.090 -0.509 0.081
H -5.086184 -0.506321 -1.553482 0.244 0.258 0.298
H -4.431620 -0.068170 0.069090 0.079 0.131 -0.514
C 3.304301 0.367655 1.990865 -0.352 0.233 0.311
H 4.392364 0.370902 1.816713 -0.390 -0.090 0.196
H 3.024396 1.134038 2.728354 0.201 -0.323 -0.095
H 2.963676 -0.620285 2.338030 0.185 0.411 0.112
C 3.632448 1.863196 -0.393454 -0.194 0.052 -0.130
H 3.439106 2.877299 0.001666 0.148 -0.452 -0.263
H 4.668895 1.566372 -0.158258 -0.396 0.168 -0.264
H 3.442146 1.844437 -1.481507 0.242 0.146 0.440
C -2.128213 -0.539268 2.617750 -0.251 -0.560 -0.041
C -1.412733 0.720932 2.844739 0.659 1.883 1.308
C -1.391646 1.526058 4.007805 0.032 -0.936 -1.149
C -0.562415 2.630855 3.725738 0.472 0.009 -1.571
C -0.122947 2.478647 2.386268 -1.035 -0.504 1.874
C 0.761248 3.375898 1.614400 0.351 0.420 -0.266
N -0.635667 1.308097 1.872948 -0.148 -0.365 -0.532
H -1.463811 -1.278182 2.149615 -0.053 -0.127 0.120
H -3.005801 -0.412151 1.967178 -0.083 -0.031 0.035
H -2.484752 -0.955316 3.564872 0.038 -0.006 -0.199
H -1.920610 1.300613 4.922463 0.058 0.062 -0.001
H -0.291740 3.468520 4.358518 -0.156 -0.186 -0.002
H 0.610141 4.413583 1.939230 0.079 -0.212 -0.172
H 1.827560 3.147023 1.782196 -0.161 0.111 -0.157
H 0.551145 3.325094 0.531629 0.141 0.096 0.296
```
Forces are in eV/Å.

frontier orbital gap	5.57	eV
HOMO energy	-8.87	eV
LUMO level	-0.121	hartree
charge	+1
relative energy (zero: lowest compared OMol25 entry of this formula, charge and spin)	7.4	kcal per mole

=====

[3]
Below is a molecular structure, C16H32FeO2P2, with properties calculated with ωB97M-V with the def2-TZVPD basis set.

```
53
Properties=species:S:1:pos:R:3:forces:R:3
P 0.091676 -1.993771 -1.453650 -1.439 0.987 2.504
P 0.300801 2.098669 -1.452932 -1.161 0.942 -0.191
C -0.216372 -0.634743 -2.630393 -0.108 0.249 -0.686
C 0.583060 0.705519 -2.614142 0.168 -0.651 -0.353
H -1.304366 -0.445922 -2.685853 0.580 -0.191 0.094
H 0.038988 -1.109393 -3.596092 -0.079 0.216 0.152
H 1.666357 0.498660 -2.616013 -0.418 0.115 0.044
H 0.371567 1.181440 -3.588375 0.078 0.028 0.283
C -1.122569 3.003117 -2.121759 -0.065 0.266 -0.412
H -1.435168 3.786395 -1.409733 0.174 -0.385 -0.253
H -1.980008 2.344385 -2.325136 0.373 0.238 0.163
H -0.805727 3.474042 -3.060359 -0.184 -0.029 0.109
C 1.709507 3.182449 -1.701264 0.373 0.019 -0.346
H 1.529986 3.756834 -2.620424 0.232 -0.142 0.212
H 2.623348 2.585810 -1.814769 -0.123 0.261 0.097
H 1.814025 3.874277 -0.858610 -0.029 -0.204 -0.178
C -1.180143 -3.209025 -1.883358 0.107 -0.487 -0.628
H -1.275569 -3.970448 -1.096883 0.131 0.317 -0.228
H -0.887700 -3.702675 -2.820369 -0.056 -0.198 -0.041
H -2.158829 -2.726262 -2.029891 0.522 -0.070 0.235
C 1.645320 -2.844669 -1.790377 0.547 -0.639 -1.473
H 2.482211 -2.138655 -1.865298 -0.148 -0.175 0.104
H 1.544336 -3.394696 -2.733363 0.477 -0.097 0.108
H 1.841249 -3.559905 -0.975442 -0.151 0.330 -0.252
Fe 1.887484 -0.440408 4.189649 -0.505 -0.516 0.420
C -0.041739 2.061769 0.311787 1.352 -1.039 1.227
C -1.400757 1.685140 0.627894 -0.347 0.911 0.594
C -2.152233 0.752688 -0.158278 -0.792 -0.924 -0.384
C -2.255875 -0.607256 0.565846 -0.920 0.351 0.504
C -1.143260 -1.543081 0.360685 -2.325 -0.278 -1.362
C 0.284969 -1.368189 0.183531 3.235 -0.583 -0.018
C 1.321282 -0.184481 0.287036 0.074 -0.590 0.285
C 0.969037 1.086909 1.029278 0.312 0.491 0.201
C 1.423131 -2.393074 4.694561 0.648 0.758 -0.162
H 0.144755 3.075034 0.719835 0.197 -0.193 -0.507
H -1.725056 1.902415 1.645664 0.127 0.048 -0.125
H -1.704612 0.568398 -1.146660 -0.226 0.095 0.256
H -3.151497 1.184869 -0.318478 -0.109 -0.327 -0.095
H -2.389390 -0.398143 1.636961 -0.391 0.323 0.003
H -3.188694 -1.087384 0.224370 0.154 -0.013 0.153
H -1.399431 -2.561650 0.663308 0.176 0.345 0.324
H 0.759643 -2.188915 0.755951 0.174 0.263 -0.004
H 1.743205 0.028450 -0.706794 -0.142 0.068 0.255
H 2.188909 -0.607382 0.817140 -0.264 0.155 0.016
H 0.605692 0.846839 2.042547 -0.087 0.316 -0.453
H 1.905323 1.642235 1.185240 -0.048 -0.096 0.029
H 2.170123 -2.778109 5.408715 -0.411 -0.224 -0.358
H 1.477748 -2.869673 3.699507 -0.146 -0.350 0.548
H 0.403788 -2.397643 5.121357 0.427 -0.178 -0.250
O -1.415102 2.148924 3.760779 1.104 -0.823 0.545
C -0.656279 1.457665 4.475776 -0.812 0.745 -0.431
O 0.426875 0.877877 4.128505 -0.468 0.722 -0.163
H -0.964043 1.344726 5.538753 0.210 -0.156 -0.111
```
Forces are in eV/Å.

frontier orbital gap (alpha / beta)	4.92 / 3.88	eV
HOMO energy (alpha / beta)	-5.33 / -4.30	eV
LUMO level (alpha / beta)	-0.015 / -0.015	hartree
relative energy (zero: lowest compared OMol25 entry of this formula, charge and spin)	115.3	kcal per mole
spin multiplicity	5

=====

[4]
Below is 2 unconnected molecules or ions with the total composition C2H5O2, with properties calculated with ωB97M-V with the def2-TZVPD basis set.

```
9
Properties=species:S:1:pos:R:3:forces:R:3
O 1.113977 -2.473518 -1.359857 -0.425 0.404 1.136
H 1.372571 -2.685765 -2.242118 0.279 -0.248 -1.038
C -1.082240 0.176405 0.098099 -1.763 -1.151 1.908
C -0.110700 1.069953 0.226143 0.541 -0.008 1.446
O 0.049996 1.793915 1.516694 -2.145 0.300 -2.826
H -0.978515 -0.856994 -0.364076 -0.061 1.890 -0.677
H -1.997840 0.266611 0.856333 2.301 -0.292 -1.303
H 0.736251 1.233392 -0.465134 -0.462 -0.467 0.580
H 0.896498 1.476003 1.733918 1.735 -0.429 0.775
```
Forces are in eV/Å.

frontier orbital gap	5.95	eV
HOMO energy	-2.19	eV
LUMO level	0.138	hartree
charge	-1
relative energy (zero: lowest compared OMol25 entry of this formula, charge and spin)	87.3	kcal per mole

=====

Q: The lowest relative energy (zero: lowest compared OMol25 entry of this formula, charge and spin) belongs to which entry?
A: C17H31MgN2O2P2

=====

Q: Which of these has the lowest relative energy (zero: lowest compared OMol25 entry of this formula, charge and spin)?
A: C17H31MgN2O2P2